# C48H93F2N3O25PS

A cluster of 7 separate species, C48H93F2N3O25PS in total in a non-equilibrium geometry (ωB97M-V/def2-TZVPD, OMol25).

Summary:
Calculated total energy: -132495.928 eV
Net charge: +1
LUMO: -0.1073 Eh

Last column: Mulliken charge in e.
Cartesian coordinates (Å):
C -5.90117 -0.44509 -0.20177  -1.421
C -5.45795 -0.81500 -1.60484  -0.102
C -3.98599 -0.50229 -1.70202  -0.598
O -3.42582 -1.25995 -2.79677  -0.167
C -2.10089 -1.32282 -2.88997  -0.012
F -1.49043 -0.26486 -2.29639  -0.402
O -1.65107 -2.48078 -2.22868  -0.347
C -0.28263 -2.63581 -2.19986  -0.030
F 0.21904 -2.08371 -1.07946  -0.398
C 0.50980 -2.03120 -3.35780  -0.405
N -0.26835 -1.63619 -4.58919  1.285
C 0.47313 -0.51185 -5.26796  -2.005
C 0.43676 0.82784 -4.55295  0.474
C 1.78135 1.20821 -3.89251  -0.768
C 1.51514 2.07066 -2.67617  0.456
C 2.77951 2.67519 -2.04988  -1.417
C 2.96523 4.11374 -2.51457  -0.505
C 3.72865 4.14538 -3.83513  -0.847
S 5.01729 5.38891 -4.03805  -0.227
C 5.86254 5.43099 -2.52453  0.512
N 6.30044 6.42901 -1.92336  -0.520
N 6.92408 5.96826 -0.76976  -0.178
C 6.79868 4.72247 -0.76247  0.032
O 6.12226 4.27083 -1.88195  -0.262
P -0.08104 -3.04051 -5.73124  0.871
O 1.26766 -3.12288 -6.20568  -0.670
O -1.13527 -2.86945 -6.85575  -0.518
O -0.49523 -4.30696 -4.91362  -0.536
C -1.76727 -1.46266 -4.35439  0.670
C -2.53712 -0.54903 -5.29604  -2.969
C -2.90523 0.86411 -4.81934  0.735
C -2.51057 1.99950 -5.77711  -0.829
C -3.68171 2.83949 -6.25547  -1.581
C -4.53899 3.44664 -5.16945  -0.843
C -3.86697 4.60124 -4.41440  -0.604
C -3.58855 4.20214 -2.97397  0.504
O -2.52992 4.93136 -2.38985  -0.382
C -1.29238 4.32981 -2.59194  -0.579
H -5.59226 -1.17869 0.52382  0.360
H -6.96704 -0.31378 -0.15179  0.416
H -5.47983 0.51446 0.05476  0.363
H -6.00948 -0.17224 -2.26858  0.301
H -5.62901 -1.85768 -1.81222  0.245
H -3.89442 0.55452 -1.87341  0.095
H -3.53742 -0.77135 -0.76289  0.597
H -0.07885 -3.69277 -2.12358  0.552
H 1.07091 -1.20370 -2.97231  0.130
H 1.24692 -2.75406 -3.65911  0.264
H 0.16658 -0.41311 -6.29247  0.760
H 1.49952 -0.82090 -5.32498  0.694
H 0.26967 1.57225 -5.30872  0.557
H -0.35494 0.94467 -3.83057  -0.757
H 2.36857 0.33574 -3.64283  0.483
H 2.31329 1.82751 -4.59697  0.435
H 0.89287 2.87750 -3.03066  -0.442
H 0.92342 1.54429 -1.93618  0.368
H 3.63277 2.07966 -2.34338  0.529
H 2.73081 2.64194 -0.97584  0.472
H 3.47613 4.64452 -1.73002  0.532
H 2.00566 4.58489 -2.63208  0.347
H 3.02780 4.38261 -4.61848  0.367
H 4.11876 3.17678 -4.08473  0.416
H 7.12592 4.02440 -0.03042  0.485
H -1.96392 -3.29025 -6.58909  0.428
H -1.14806 -4.15640 -4.21298  0.374
H -2.17600 -2.43963 -4.55001  0.574
H -2.07281 -0.47903 -6.26254  0.904
H -3.46669 -1.05118 -5.48960  0.560
H -2.52958 1.12881 -3.84487  -0.459
H -3.97588 0.91295 -4.74767  0.957
H -2.00814 1.60057 -6.64786  0.677
H -1.79685 2.64182 -5.27676  0.085
H -4.27492 2.28873 -6.96827  0.396
H -3.26678 3.66465 -6.81595  0.500
H -4.88652 2.72812 -4.43911  0.459
H -5.43204 3.82448 -5.63654  0.498
H -4.58127 5.40208 -4.35450  0.217
H -2.97196 4.96096 -4.89768  0.548
H -3.42207 3.13168 -2.89850  -0.993
H -4.45570 4.40277 -2.36920  0.625
H -0.81107 4.65521 -3.51153  0.310
H -1.36070 3.24794 -2.65012  -0.026
H -0.61616 4.55767 -1.78372  0.350
C -4.21762 -9.48965 -5.15580  -1.121
C -5.30393 -9.08587 -4.18353  -0.248
O -4.80938 -8.16162 -3.19254  -0.382
C -4.66542 -6.91385 -3.59125  0.673
O -4.91743 -6.46286 -4.67873  -0.569
O -4.17280 -6.20031 -2.56515  -0.387
C -3.91706 -4.84693 -2.89420  -0.343
H -3.35079 -9.87738 -4.61945  0.274
H -4.58499 -10.25723 -5.83471  0.380
H -3.88431 -8.63830 -5.74770  0.333
H -5.64421 -9.95886 -3.63249  0.313
H -6.16477 -8.66516 -4.69984  0.395
H -4.79670 -4.37051 -3.32220  0.340
H -3.07971 -4.78662 -3.59852  -0.014
H -3.64729 -4.33364 -1.97647  0.405
C 6.63074 2.86030 6.67889  -0.861
C 5.55833 3.90443 6.45416  -0.352
O 6.08540 5.04305 5.74868  -0.329
C 6.26882 5.00061 4.43056  0.770
O 6.00026 4.09667 3.67614  -0.594
O 6.85768 6.15361 4.12707  -0.318
C 7.27728 6.39401 2.77487  -0.645
H 7.49935 3.30845 7.16152  0.211
H 6.25661 2.05213 7.30704  0.272
H 6.96810 2.43238 5.73559  0.345
H 5.21756 4.29091 7.41234  0.260
H 4.68776 3.49885 5.94003  0.401
H 6.47001 6.28370 2.05732  0.282
H 8.10468 5.73242 2.52329  0.280
H 7.62741 7.42019 2.74889  0.278
C -9.21432 7.99635 1.04410  -1.086
C -8.66481 8.74594 -0.14947  -0.181
O -7.22847 8.79895 -0.13363  -0.375
C -6.60831 7.69001 -0.51220  0.773
O -7.13087 6.66899 -0.88347  -0.585
O -5.29508 7.89380 -0.41621  -0.375
C -4.50721 6.74438 -0.72611  -0.416
H -8.82646 8.42033 1.97062  0.295
H -10.30210 8.05266 1.05768  0.354
H -8.92470 6.94718 1.01463  0.307
H -8.99135 9.78268 -0.12272  0.293
H -9.01085 8.31533 -1.08799  0.311
H -4.77517 6.34275 -1.69734  0.122
H -4.63232 5.98583 0.04592  0.316
H -3.47076 7.06157 -0.74672  0.254
C -2.18315 -11.94925 -0.36080  -1.249
C -3.37201 -11.77002 -1.27987  0.096
O -3.72168 -12.99104 -1.94508  -0.352
C -4.39001 -13.87258 -1.20049  0.783
O -4.73123 -13.71770 -0.05809  -0.550
O -4.61430 -14.95196 -1.94343  -0.344
C -5.26394 -16.02222 -1.24889  -0.641
H -1.34315 -12.38067 -0.90615  0.312
H -1.87932 -10.99032 0.05847  0.361
H -2.42289 -12.62266 0.45992  0.337
H -3.12441 -11.06403 -2.07116  0.079
H -4.23362 -11.37255 -0.74432  0.337
H -6.17929 -15.68003 -0.77333  0.300
H -4.59280 -16.45026 -0.50723  0.294
H -5.50218 -16.77312 -1.99506  0.226
C 3.14278 -3.50183 7.09975  -1.107
C 4.03037 -2.56414 6.30646  -0.201
O 4.54484 -1.51717 7.12591  -0.343
C 5.55081 -1.88693 7.91608  0.764
O 6.03825 -2.98523 7.96179  -0.561
O 5.90198 -0.84676 8.65492  -0.277
C 6.92071 -1.13167 9.62206  -0.597
H 2.35530 -2.94225 7.60622  0.291
H 2.68552 -4.23958 6.44355  0.359
H 3.71502 -4.02824 7.86147  0.316
H 3.45655 -2.06853 5.52795  0.288
H 4.84781 -3.10031 5.82398  0.319
H 7.78901 -1.58508 9.15175  0.330
H 6.52779 -1.78441 10.39883  0.307
H 7.20184 -0.17876 10.05934  0.116
C 8.23378 2.60858 13.26151  -1.072
C 7.17353 3.65625 13.00031  -0.172
O 7.69834 4.77969 12.27725  -0.371
C 7.87259 4.59290 10.97362  0.806
O 7.61652 3.58861 10.35881  -0.551
O 8.39189 5.70527 10.46328  -0.362
C 8.71405 5.61641 9.07408  -0.404
H 9.09480 3.05484 13.75931  0.302
H 7.83390 1.81431 13.89128  0.359
H 8.58451 2.16633 12.33026  0.276
H 6.81049 4.06296 13.94122  0.297
H 6.31867 3.23850 12.46988  0.291
H 7.85681 5.28617 8.49250  0.039
H 9.55192 4.93620 8.92927  0.299
H 9.00656 6.60851 8.74640  0.249

=====

# C48H96N3O15S8

A cluster of 7 separate species, C48H96N3O15S8 in total in a non-equilibrium geometry (ωB97M-V/def2-TZVPD, OMol25).

Summary:
Calculated total energy: -173184.141 eV
Net charge: +1
LUMO: -0.1010 Eh

Last column: Mulliken charge in e.
Cartesian coordinates (Å):
C 7.49483 5.40483 1.82022  -0.598
C 6.78054 4.09417 1.27467  -0.499
C 6.05914 4.32569 -0.11761  -0.473
C 4.54512 3.90497 -0.12877  -0.782
C 4.19812 2.80583 -1.22884  -0.523
C 3.31166 1.71008 -0.53105  -0.753
C 2.37357 0.91130 -1.53684  -0.669
C 0.85722 0.98654 -1.17754  -0.574
N 0.48276 0.35034 0.12076  0.173
C 1.36230 -0.77923 0.48980  -0.567
C 0.80993 -1.56598 1.75680  -0.266
C 1.99150 -1.67803 2.82066  -0.933
C 2.93865 -2.82476 2.32273  0.198
C 4.35880 -2.86120 2.99476  -0.517
C 4.95717 -1.45603 3.36553  -0.574
C 4.67622 -1.11479 4.89574  -0.421
C 5.98931 -1.07522 5.75785  -1.166
C -0.86711 -0.15676 -0.08705  -0.099
S -1.18824 -1.58263 -0.89939  0.016
S -2.29743 0.79072 0.51588  -0.392
C -3.76413 -0.31316 0.50914  -0.164
C -5.05348 0.59728 0.30403  -0.374
C -6.04013 0.29022 1.50573  -1.171
C -6.93460 1.54600 1.85147  1.609
O -8.02366 1.06205 2.68461  -0.320
N -7.51190 0.79014 3.95737  0.179
O -8.26519 1.22739 4.74648  -0.349
C -7.61373 2.12773 0.56061  -1.554
N -7.05531 3.47122 0.22368  0.201
C -7.29391 4.39312 1.37210  -0.536
C -6.98133 3.69883 2.75398  -0.436
O -6.20249 2.50471 2.59502  -0.451
H 8.60284 5.30753 1.73703  0.373
H 7.22015 5.59372 2.88769  0.239
H 7.21341 6.31587 1.24494  -0.160
H 6.08747 3.76075 2.07603  0.297
H 7.59081 3.34602 1.12815  0.286
H 6.67952 3.84516 -0.90396  0.449
H 6.09531 5.43283 -0.29059  0.194
H 4.32590 3.42903 0.86073  0.282
H 3.85351 4.77360 -0.20835  0.350
H 3.72662 3.25657 -2.12975  0.391
H 5.15335 2.30774 -1.52034  0.320
H 4.00707 0.96083 -0.08490  0.120
H 2.66507 2.12840 0.27331  0.473
H 2.48370 1.43733 -2.52278  0.552
H 2.74120 -0.12510 -1.72816  0.223
H 0.23106 0.62782 -2.03673  0.251
H 0.60872 2.07995 -1.08164  0.298
H 1.52271 -1.47757 -0.37482  0.351
H 2.38965 -0.44900 0.78690  0.128
H 0.52133 -2.58457 1.41849  0.160
H -0.00570 -1.00999 2.27349  0.317
H 2.46064 -0.66999 2.86547  0.225
H 1.52139 -1.86637 3.81309  0.450
H 2.43191 -3.78661 2.60093  0.231
H 2.96758 -2.82921 1.20616  -0.058
H 4.40934 -3.55677 3.86960  0.410
H 5.05727 -3.31129 2.23709  -0.057
H 4.62937 -0.63343 2.69146  0.001
H 6.06368 -1.53475 3.27001  0.558
H 4.22118 -0.09069 4.93597  0.318
H 3.90769 -1.79789 5.33336  0.320
H 5.89214 -0.26616 6.51602  0.327
H 6.16583 -2.02840 6.31117  0.266
H 6.88497 -0.83905 5.13299  0.333
H -3.79708 -0.88018 1.46654  0.434
H -3.77673 -1.06019 -0.31534  0.218
H -5.53370 0.27933 -0.64981  0.197
H -4.79063 1.67897 0.22371  0.139
H -6.72750 -0.52305 1.19179  0.287
H -5.45350 0.06645 2.41876  0.566
H -8.69522 2.27902 0.80420  0.398
H -7.53212 1.42274 -0.29792  0.431
H -7.49174 3.88932 -0.60875  0.040
H -6.03715 3.43252 0.09033  0.492
H -8.32437 4.81163 1.40294  0.371
H -6.60351 5.26687 1.27800  0.345
H -6.38734 4.43323 3.34745  0.428
H -7.92056 3.53036 3.33181  0.266
C -0.04802 -5.79511 -3.34587  -1.131
C 0.89168 -6.95006 -2.98748  -0.644
C 2.14198 -6.34072 -2.34325  -0.480
S 1.61611 -4.81096 -1.58154  1.574
O 2.25860 -3.70821 -2.26366  -0.765
O 1.66256 -4.95253 -0.14034  -0.720
C -0.08349 -4.89667 -2.11773  0.228
H -1.04004 -6.14690 -3.60959  0.472
H 0.35468 -5.24397 -4.20168  0.513
H 0.39653 -7.61230 -2.27459  0.126
H 1.15093 -7.54737 -3.86222  0.457
H 2.56293 -6.99448 -1.58216  0.074
H 2.90092 -6.10268 -3.08836  0.403
H -0.45593 -3.89511 -2.32793  -0.176
H -0.66328 -5.35345 -1.31473  0.039
C -5.35545 7.48306 -2.80389  -0.732
C -6.24696 7.90330 -3.97650  -0.662
C -7.13365 6.70547 -4.33311  -0.691
S -7.33244 5.76517 -2.82412  1.190
O -6.69208 4.47560 -2.98559  -0.632
O -8.69497 5.88332 -2.35614  -0.695
C -6.28159 6.79351 -1.80849  -0.435
H -4.84885 8.33638 -2.35363  0.387
H -4.59185 6.78231 -3.15224  0.319
H -6.87247 8.74690 -3.67393  0.307
H -5.65826 8.22476 -4.83521  0.338
H -8.11264 7.01838 -4.69149  0.365
H -6.65774 6.05962 -5.07071  0.365
H -5.75068 6.17908 -1.08117  0.203
H -6.91876 7.51660 -1.29678  0.409
C -5.08441 -0.98259 -5.67727  -0.612
C -3.80474 -0.22867 -5.30110  -0.732
C -3.36102 -0.73491 -3.92474  -0.018
S -3.96725 -2.41604 -3.79248  1.082
O -4.95965 -2.46571 -2.74101  -0.676
O -2.85093 -3.32960 -3.83630  -0.571
C -4.80723 -2.44908 -5.36750  -0.748
H -5.34663 -0.83812 -6.72555  0.376
H -5.91823 -0.62252 -5.06758  0.270
H -3.02731 -0.44102 -6.03948  0.316
H -3.95990 0.85092 -5.29141  0.366
H -2.27702 -0.73567 -3.82341  0.197
H -3.80810 -0.15188 -3.11932  -0.037
H -5.71023 -3.05209 -5.29228  0.415
H -4.12458 -2.88393 -6.09855  0.347
C 6.73345 -6.13010 0.96439  -0.682
C 7.60676 -7.12355 0.19103  -0.758
C 6.84282 -8.44987 0.12249  -0.671
S 5.10322 -8.02783 0.19378  1.211
O 4.55236 -8.54942 1.42140  -0.685
O 4.49673 -8.28796 -1.09272  -0.672
C 5.33265 -6.26657 0.37936  -0.419
H 7.10576 -5.10900 0.87604  0.374
H 6.72306 -6.39548 2.02522  0.344
H 7.77945 -6.74527 -0.82017  0.325
H 8.58176 -7.25580 0.66130  0.363
H 7.04469 -8.98555 -0.80336  0.356
H 7.06859 -9.08734 0.97682  0.354
H 4.55420 -5.85796 1.02224  0.276
H 5.27443 -5.81691 -0.61324  0.290
C -3.65473 -6.70848 0.63058  -0.471
C -4.83220 -7.56632 0.15627  -0.664
C -4.45174 -8.15454 -1.20597  -0.720
S -2.66470 -8.28048 -1.21427  1.086
O -2.14406 -7.37656 -2.21502  -0.505
O -2.28208 -9.67087 -1.16768  -0.724
C -2.40671 -7.55115 0.39508  -0.498
H -3.75483 -6.42701 1.67925  0.393
H -3.60391 -5.79057 0.03732  0.186
H -5.00464 -8.37506 0.87140  0.306
H -5.75354 -6.98646 0.09031  0.358
H -4.88117 -9.14361 -1.35447  0.348
H -4.74582 -7.49587 -2.02297  0.345
H -1.48635 -6.96844 0.39444  0.139
H -2.33617 -8.36315 1.11971  0.404
C 5.93855 10.20885 2.42165  -0.779
C 4.85212 10.45380 3.47186  -0.638
C 3.79396 9.36022 3.29980  -0.706
S 4.64646 7.93762 2.61935  1.289
O 4.14194 7.69302 1.28809  -0.665
O 4.71120 6.89614 3.61768  -0.685
C 6.24832 8.71810 2.48535  -0.575
H 6.82777 10.81046 2.61101  0.399
H 5.55892 10.46963 1.42983  0.320
H 5.29034 10.38817 4.47123  0.297
H 4.41140 11.44639 3.37304  0.331
H 3.33989 9.08449 4.24987  0.331
H 3.02145 9.65873 2.59153  0.346
H 6.76611 8.34944 1.60420  0.334
H 6.81401 8.47136 3.38477  0.386

=====

| no. | frontier orbital gap (eV) |
| --- | --- |
| 1 | 7.9496 |
| 2 | 7.3844 |